Computed, not measured: C28H28IN3O2PTi as an isolated structure at a distorted geometry, with ωB97M-V/def2-TZVPD.

Output
* gap between HOMO and LUMO: 0.307 Eh
* molar mass: 644.3 g mol⁻¹
* total charge: +1

Last column: Löwdin charge in e.
Positions of all 64 atoms, in Å:
Ti  -0.309  0.072  -0.025  0.774
N  0.808  -2.510  -1.268  -0.086
P  -0.706  -2.366  -0.475  1.052
C  -0.493  -3.551  0.891  -0.354
C  -0.718  -3.118  2.193  -0.112
C  -0.589  -4.002  3.248  -0.061
C  -0.227  -5.317  3.002  -0.056
C  0.001  -5.753  1.705  -0.058
C  -0.141  -4.877  0.644  -0.082
C  -1.775  -3.351  -1.580  -0.353
C  -2.894  -3.960  -1.014  -0.093
C  -3.773  -4.672  -1.808  -0.059
C  -3.548  -4.764  -3.173  -0.061
C  -2.445  -4.148  -3.742  -0.067
C  -1.562  -3.432  -2.952  -0.087
C  1.608  -1.453  -1.612  -0.352
C  2.883  -1.648  -2.164  0.013
C  3.632  -0.550  -2.525  -0.025
C  3.106  0.726  -2.327  -0.034
C  1.848  0.846  -1.778  -0.098
N  1.107  -0.219  -1.430  -0.025
H  1.212  -3.437  -1.369  0.125
H  -0.968  -2.077  2.358  0.074
H  -0.782  -3.670  4.257  0.113
H  -0.128  -6.009  3.825  0.113
H  0.286  -6.778  1.520  0.113
H  0.002  -5.229  -0.371  0.112
H  -3.056  -3.889  0.054  0.108
H  -4.633  -5.148  -1.362  0.113
H  -4.236  -5.320  -3.792  0.112
H  -2.278  -4.220  -4.806  0.111
H  -0.703  -2.950  -3.400  0.101
H  3.278  -2.643  -2.281  0.120
H  4.613  -0.673  -2.953  0.122
H  3.678  1.604  -2.575  0.117
H  1.396  1.820  -1.595  0.126
C  2.201  1.235  1.990  -0.026
C  1.612  -0.169  2.254  -0.682
C  0.962  -0.200  3.653  -0.031
C  2.721  -1.239  2.169  -0.022
N  0.629  -0.423  1.276  -0.080
H  3.031  1.430  2.664  0.091
H  1.430  1.995  2.141  0.089
H  2.556  1.286  0.957  0.071
H  1.653  0.180  4.397  0.089
H  0.698  -1.221  3.917  0.066
H  0.065  0.423  3.670  0.084
H  3.312  -1.241  3.079  0.088
H  3.368  -1.033  1.321  0.076
H  2.267  -2.220  2.039  0.074
I  -6.362  -1.515  1.693  0.896
C  -4.837  -0.220  1.025  -0.691
C  -5.136  0.836  0.174  -0.103
C  -4.118  1.660  -0.274  0.019
C  -2.807  1.440  0.139  -0.124
C  -2.525  0.409  1.042  -0.107
C  -3.540  -0.434  1.473  -0.134
C  -1.681  2.324  -0.384  -0.541
O  -1.913  3.365  -0.952  0.139
O  -0.499  1.834  -0.178  -0.116
H  -6.153  1.020  -0.135  0.107
H  -4.321  2.498  -0.928  0.134
H  -1.523  0.358  1.521  0.086
H  -3.336  -1.223  2.185  0.095